No. 1
35
Properties=species:S:1:pos:R:3:forces:R:3:mulliken_charge:R:1 method="wB97M-V/def2-TZVPD" orbital_gap_ev=10.8 energy_ha=-2980.16008 charge=0 homo_energy_ev=-10.7 e_above_lowest_ev=4.047
C 0.968581 3.150617 3.383008 0.06 0.29 0.00 -0.545
S 0.998351 1.131718 1.724105 -0.08 0.18 0.34 1.267
S -3.257552 -0.880241 -2.271529 -5.08 2.18 -0.22 1.055
H 2.342813 -0.596159 -2.613428 -2.27 -1.56 0.00 0.415
H 2.677881 1.778358 3.292440 -0.13 -0.16 -0.13 0.401
O -2.147580 -0.686548 -0.970586 -0.34 -1.65 -1.54 -0.240
H 2.839131 -3.206189 -2.585808 -1.94 0.86 1.35 0.324
H 1.500506 3.847522 2.724359 -0.02 -0.10 0.11 0.282
O -2.415139 -2.140167 -3.069198 1.06 0.82 2.46 -0.317
C 2.047039 -2.725720 -1.859022 0.23 0.81 0.42 -0.924
Cl -2.518214 -3.810905 -0.892960 0.92 0.65 -1.09 -0.133
H 1.211264 1.107452 4.073419 0.05 0.01 -0.17 0.327
H -0.722203 -3.520562 -2.523860 -1.64 2.05 0.40 0.384
H 1.021912 3.541650 4.403242 0.03 -0.06 -0.16 0.350
C -0.945454 -1.544386 -1.111519 0.06 -0.44 -0.50 -0.127
H 0.889025 -0.295997 -0.590699 -1.30 -0.73 -2.37 -0.291
O -3.400680 0.503180 -2.950208 1.53 -5.64 2.16 -0.494
H -0.643515 -2.065656 -0.100558 -0.90 1.43 -1.83 0.397
C 1.586696 1.764021 3.282841 0.27 0.16 0.47 -0.775
O -4.676882 -1.456659 -1.910664 6.36 1.87 -0.89 -0.515
H -0.955177 3.965885 2.747665 0.05 -0.19 0.01 0.339
H -1.055752 2.466255 3.675802 0.09 0.08 -0.11 0.305
H -1.341700 1.544661 1.530077 0.25 -0.01 -0.16 0.326
O 1.925617 1.532759 0.687052 -0.18 -0.52 0.09 -0.653
C -0.451106 2.171251 1.623598 -0.61 0.31 -0.18 -0.517
H 2.666334 -2.389734 -0.896359 -1.48 -0.61 -2.03 0.276
C -1.485984 -2.760236 -2.068110 -0.52 0.41 0.40 0.071
C 0.308268 -0.603402 -1.587642 1.10 -0.39 0.46 0.141
C -0.475913 2.995360 2.909793 -0.23 0.14 0.27 -0.726
Cl -0.218462 1.030978 -2.354273 0.58 -1.91 0.76 -0.137
O 0.585678 -0.245731 1.905177 0.32 0.06 -0.50 -0.678
H -0.350066 2.809283 0.741341 0.08 -0.22 0.05 0.381
Cl 0.858295 -1.594864 -4.311817 0.29 0.04 1.82 -0.167
H 1.219804 -3.474874 -1.490156 1.75 1.35 -0.97 0.243
C 1.414180 -1.342921 -2.545519 1.65 0.51 1.25 -0.047


No. 2
32
Properties=species:S:1:pos:R:3:forces:R:3:mulliken_charge:R:1 method="wB97M-V/def2-TZVPD" orbital_gap_ev=4.2 energy_ha=-1971.49904 charge=+2 homo_energy_ev=-14.6 e_above_lowest_ev=0.153
H -2.375114 -0.515244 -3.575190 -0.01 0.78 -0.22 0.351
C -0.478727 1.183178 2.394706 0.11 -0.37 0.92 -0.482
P -0.242007 0.200467 -2.658727 0.11 0.34 -1.17 0.651
C -0.308881 1.424168 3.768198 -0.05 -0.16 -0.85 -0.610
O -3.278244 -0.242959 -0.431801 3.77 -0.61 0.12 -0.120
H 0.064126 2.635775 -2.667382 0.56 -0.46 -0.26 0.369
H 1.660909 1.719720 -2.686198 -0.57 0.34 -0.26 0.323
H 1.685142 -1.095342 -3.368430 -0.43 -0.11 -0.38 0.356
C 0.972995 -0.543672 3.902161 -0.14 -0.18 -0.83 -0.993
I -1.038103 -4.141295 -1.067155 1.33 -1.06 -0.85 0.158
H 1.318360 -1.599498 2.084623 -0.28 0.36 0.09 0.383
C 0.781996 -0.734982 2.533892 -0.59 0.71 1.21 0.018
H 0.663218 1.871150 -4.201244 -0.02 -0.07 0.51 0.417
C 0.634953 1.786539 -3.100027 -0.07 -0.43 0.76 -1.148
H -1.038221 1.947042 1.841235 0.22 -0.66 -0.11 0.360
H -1.550321 0.703369 -4.660670 -0.26 -0.12 0.45 0.431
N 0.005114 0.068035 1.755494 0.58 -0.35 0.24 -0.066
H 1.085753 0.086517 6.515552 0.20 -0.35 -0.21 0.199
C 0.651571 -1.000906 -3.744864 -0.25 0.36 0.45 -1.058
C -1.824147 0.448260 -3.622551 0.36 -0.33 0.89 -1.137
C 0.407350 0.545827 4.593631 0.20 -0.21 0.21 0.974
Y 0.293172 -1.653951 -0.294676 0.00 3.68 0.74 0.863
H 0.103641 -1.958331 -3.728484 0.38 0.23 -0.23 0.324
I 1.799113 -4.183315 -1.847187 -1.90 -0.01 0.63 0.281
H 0.179180 1.495666 6.455729 -0.07 -0.01 -0.49 0.205
H -2.385842 1.281984 -3.141400 0.18 -0.70 -0.49 0.369
N 0.576294 0.724626 5.935970 -0.34 0.20 -0.80 -0.445
H 0.629218 -0.554942 -4.742521 0.20 -0.39 -0.06 0.422
H 1.549324 -1.235445 4.461026 0.59 -0.66 0.23 0.372
Cl 2.345230 -0.427992 -0.587504 0.29 -0.35 -0.08 -0.324
C -2.165052 -0.525544 -0.364215 -3.82 0.14 0.13 0.184
H -0.722009 2.291091 4.247997 -0.28 0.44 -0.30 0.373


No. 3
26
Properties=species:S:1:pos:R:3:forces:R:3:mulliken_charge:R:1 method="wB97M-V/def2-TZVPD" orbital_gap_ev=8.2 energy_ha=-1101.44714 charge=0 homo_energy_ev=-7.6 e_above_lowest_ev=4.755
H 4.120346 1.975526 0.559328 0.29 1.98 0.29 0.440
H 2.754463 1.129850 2.535899 -0.98 0.50 -1.36 0.218
H 1.504822 1.781909 1.326639 0.72 -0.39 -0.15 0.340
Si 0.521973 -0.960191 0.366144 0.50 0.29 1.35 0.114
H -0.717497 -3.069983 -0.361586 -0.27 0.31 0.25 0.329
H -0.267893 -2.958582 1.345041 -0.49 -0.81 1.46 0.338
C 0.017238 0.242272 -2.233611 1.51 -0.22 2.64 -1.450
C 1.781676 -0.402071 1.544248 -4.41 1.87 -4.36 -0.644
C 2.287719 1.008953 1.470836 1.19 0.15 3.45 -0.658
C 0.063095 -2.825706 0.361326 0.01 1.61 -1.85 -1.106
H -2.304805 0.908555 -1.621950 -0.37 0.41 -1.08 0.276
C 3.510685 1.131618 0.610596 -2.08 -0.55 -2.37 -0.494
Cl 2.852087 0.918207 -1.118732 0.93 0.40 0.23 -0.257
H -2.637545 0.912371 1.341474 0.27 -0.46 1.18 0.333
H -0.584906 0.403390 -3.051852 -2.39 0.69 -1.37 0.496
C -0.724450 0.051881 -0.754613 2.00 -0.30 -1.52 0.577
C -1.953679 0.585786 -0.675862 -0.23 -0.28 -0.11 -0.238
H 4.189582 0.344123 0.669420 0.78 -1.70 0.59 0.333
H 0.627589 -0.602048 -2.680228 -0.15 0.66 1.44 0.326
H 0.643509 1.172722 -2.106739 -0.53 -1.28 -0.31 0.283
H -4.794309 1.545383 -0.806102 1.24 -0.74 1.00 0.251
H 2.375629 -1.024364 2.058497 1.87 -2.54 1.72 0.588
H -4.841584 1.579924 1.076241 1.06 -0.53 -1.51 0.212
C -4.224319 1.301973 0.145863 -1.78 1.01 0.56 -0.756
H 0.870617 -3.459431 0.067142 0.83 -0.35 0.33 0.369
C -2.978791 0.864410 0.343197 0.50 0.26 -0.50 -0.218


No. 4
37
Properties=species:S:1:pos:R:3:forces:R:3:mulliken_charge:R:1 method="wB97M-V/def2-TZVPD" orbital_gap_ev="5.2 / 5.2" energy_ha=-11939.82451 charge=-2 homo_energy_ev="-1.8 / -1.8" e_above_lowest_ev=0.342
H 2.111460 -1.340170 -1.166438 -0.01 -1.06 -0.11 0.240
H 1.078075 2.593771 1.642153 0.18 0.02 0.00 0.242
O -0.523999 -1.738949 -0.415972 -0.23 -0.56 0.23 -0.502
Sb 5.277945 -2.972392 2.072185 -1.61 0.76 0.16 0.609
Se 5.986380 -1.169259 0.519870 -0.05 -1.08 0.98 -0.543
H -0.244980 -2.000251 -2.382740 -1.13 0.15 -0.14 0.359
H 0.356613 -2.154925 -0.337483 -0.26 0.16 0.02 0.365
C -1.485842 1.848062 -0.871039 -0.44 -0.09 1.16 -0.973
H 1.540974 0.166183 -1.884688 0.13 -0.06 0.50 0.074
H 3.045989 0.103117 -0.922303 0.12 -0.19 -0.31 0.378
Lu -0.720292 -0.292155 1.294846 -1.32 -0.55 -0.28 1.455
H 2.877006 2.539117 1.943822 -0.30 0.22 -0.19 0.270
Se 3.684034 -4.562888 1.080030 1.17 0.49 0.47 -0.533
H -0.467764 1.907779 -1.216256 0.56 -0.25 0.05 0.366
C -1.408738 -0.174514 -1.999015 -0.98 -1.52 -0.52 -1.053
C 2.034045 -0.292600 -1.000274 -0.48 0.55 0.64 -1.060
H -0.514357 0.282466 -2.284322 1.42 0.93 -0.06 0.384
C -1.063019 -1.625910 -1.722098 0.34 -0.82 -0.15 -0.378
H -3.782487 1.420829 -0.586172 -0.04 -0.70 -0.19 0.382
O -1.467893 3.734801 0.627969 -0.13 -0.73 -0.40 -0.759
H -3.895157 -0.107572 -1.537021 0.17 0.11 0.36 0.332
C 1.962320 1.957999 1.778159 0.19 0.18 0.34 -0.661
O -2.977756 -0.701050 1.438345 1.23 -0.10 0.80 -0.751
C -3.893100 -0.350721 0.651542 0.76 -0.90 -1.49 0.531
C -1.468188 2.504773 0.525413 -0.05 1.38 -0.08 0.539
N -1.945655 0.435777 -0.799370 0.48 1.34 -0.80 0.689
H 1.851314 1.365923 2.683643 -0.25 -0.34 0.14 0.282
O -1.374587 1.683984 1.497765 -0.06 0.80 0.37 -0.657
C -3.422361 0.368421 -0.662254 0.05 0.80 0.69 -0.886
C 1.349976 0.119888 0.347172 0.50 0.52 -0.75 0.361
O -5.059900 -0.674347 0.717449 -1.46 0.34 0.05 -0.763
H -2.065001 2.385944 -1.599141 -0.56 0.61 -0.19 0.542
H -2.043221 -0.067170 -2.912539 -0.09 -0.25 0.62 0.348
O 2.222683 1.150125 0.667580 0.23 0.34 0.29 -0.440
Se 5.002510 -2.637003 4.555806 0.60 -0.30 -1.67 -0.549
Se 1.425549 -1.476344 1.967480 0.91 -0.02 -0.11 -0.566
H -1.982576 -2.230737 -1.712106 0.38 -0.15 -0.44 0.326